[1]
107
Properties=species:S:1:pos:R:3:mulliken_charge:R:1 method="wB97M-V/def2-TZVPD" total_charge=0 e_homo_ha=-0.2026 orbital_gap_ev=1.262 lumo_energy_ha=-0.1562 e_tot_ev=-63267.10919 max_force_ha_per_bohr=0.17383
H -6.48 5.50 8.86 0.270
C 3.92 9.64 2.23 -0.714
H 2.24 5.76 1.04 0.342
H -1.98 -5.22 -8.27 0.226
C 3.20 6.05 1.48 -0.557
H 11.57 -6.54 -3.29 0.417
C -6.17 -8.19 -5.25 -0.777
N -5.25 -7.59 -6.17 -0.138
O 1.48 -3.09 0.68 -0.716
H -2.62 3.86 7.02 0.247
C 8.61 -8.35 -5.48 -0.406
H 3.70 3.81 0.46 0.302
H -3.25 -5.51 -9.49 0.271
H 10.85 -4.72 -1.47 0.367
C -6.92 -7.04 -4.62 -0.577
C -2.57 -5.99 -8.78 -0.725
H -6.51 7.57 7.19 0.219
C 8.77 -4.61 -0.15 -0.771
C 10.31 -5.67 -1.55 -0.539
H 9.25 -5.08 0.71 0.295
C -4.31 6.58 7.21 -0.524
O -0.65 -3.08 1.23 -0.647
H -4.77 2.23 1.07 0.312
H -7.30 -5.70 -2.30 0.278
H -0.23 10.72 2.62 0.247
H -7.64 5.61 6.71 0.405
H -8.59 5.10 8.11 0.389
C -4.87 7.41 8.37 -0.785
C -4.53 -8.61 -6.91 -0.763
H -4.15 3.50 6.12 0.244
H 0.55 11.72 3.86 0.282
H 2.20 7.50 2.78 0.367
H -5.72 -6.00 -1.78 0.232
O 8.96 -5.36 -1.42 -0.192
C -6.50 -6.43 -2.41 -0.729
C 0.73 11.10 2.98 -0.732
H 6.45 -7.77 -7.60 0.284
H -6.80 -8.91 -5.79 0.473
H 8.83 -8.77 -6.46 0.384
O -4.46 0.83 -1.43 -0.553
O 4.33 5.77 0.54 -0.340
N 3.29 8.52 1.46 -0.239
H 10.65 -8.30 -4.69 0.474
H -3.02 4.83 5.69 0.343
C 10.57 -6.15 -3.07 -0.925
C 9.81 -7.64 -4.91 -0.880
H 5.79 -7.16 -6.05 0.049
C -7.07 6.38 8.63 -0.544
H -2.96 -8.58 -8.23 0.404
H 1.19 11.80 2.28 0.330
H 9.15 -3.60 -0.19 0.319
C 0.48 -2.58 1.33 0.707
H 2.46 8.71 0.93 0.246
H -0.28 -1.52 1.84 0.350
H 10.56 -5.31 -3.76 0.396
O -4.45 1.40 0.70 -0.431
O -9.01 7.01 7.29 -0.325
H 5.14 4.21 1.43 0.293
C -3.49 4.28 6.50 -0.731
H 7.71 -4.55 0.13 0.257
H 6.17 -8.84 -6.30 0.345
C -10.08 6.44 6.58 -0.746
C -8.11 5.96 7.63 -0.594
H 3.06 11.48 2.92 0.426
H -3.28 6.89 7.01 0.547
O 1.65 10.00 3.19 -0.325
H 3.80 7.29 3.12 0.406
H -7.60 6.61 9.55 0.336
H -4.70 6.98 9.36 0.388
O 7.70 -7.33 -5.92 -0.294
H 10.25 -6.91 -5.59 0.396
H -4.45 -7.79 -8.89 0.322
H 9.59 -7.82 -2.77 0.257
H 4.83 9.37 2.76 0.304
C 3.15 7.37 2.25 -0.687
H 10.68 -6.37 -0.80 0.392
H -5.91 -7.08 -6.74 0.157
H -5.64 -8.82 -4.55 0.328
H -7.17 -6.33 -5.41 0.325
H -1.92 -6.75 -9.22 0.315
H -4.57 8.45 8.45 0.315
O -3.31 -6.57 -7.69 -0.286
H -10.55 7.35 6.20 0.252
O -4.53 2.84 -1.00 -0.588
C -3.78 -7.89 -8.04 -0.525
H 3.42 5.44 2.36 0.314
H -3.91 -9.14 -6.20 0.425
H 4.28 10.45 1.60 0.356
Ba 5.44 -5.47 -3.10 1.222
H 8.20 -9.11 -4.80 0.338
H -4.64 7.02 6.27 0.382
H -10.84 5.85 7.09 0.277
O -6.06 -6.32 -3.78 -0.314
C -4.47 1.69 -0.58 0.722
H -9.66 5.88 5.75 0.336
H -7.74 -7.60 -4.16 0.426
H 3.38 10.43 4.20 0.327
C 3.02 10.42 3.17 -0.487
C 6.52 -7.83 -6.52 -0.639
H 5.25 4.20 -0.32 0.246
H -5.20 -9.34 -7.36 0.319
O 0.68 -1.43 1.86 -0.440
C 4.59 4.44 0.52 -0.708
N 9.56 -7.11 -3.48 -0.264
N -6.29 7.54 8.18 -0.344
H -6.69 -7.47 -2.16 0.335
O -4.29 5.14 7.41 -0.356

***

[2]
102
Properties=species:S:1:pos:R:3:mulliken_charge:R:1 method="wB97M-V/def2-TZVPD" smiles="CN(C)C=O.CN(C)C=O.CN(C)C=O.CCCC#N.CCCC#N.CCCC#N.CO.CO.CO.CO.CO" total_charge=0 e_homo_ha=-0.3302 orbital_gap_ev=8.858 lumo_energy_ha=-0.0047 e_tot_ev=-53283.78862 max_force_ha_per_bohr=0.06880
H 0.95 6.21 0.53 0.328
H -1.96 1.01 -3.13 -0.094
C -2.26 -0.76 5.60 -0.914
H -3.55 3.09 0.48 0.247
H -2.63 2.23 1.74 -0.110
N -4.58 -3.09 -0.93 0.147
H 0.99 3.67 0.83 0.122
C 0.08 -2.80 2.09 -0.683
O 0.34 -1.45 2.48 -0.429
H -1.35 4.88 0.64 0.360
C 0.98 0.56 -3.72 -0.901
H -0.78 2.31 6.15 0.352
H -1.00 0.72 0.78 -0.064
H -3.00 -2.52 0.28 0.290
C 0.35 3.59 -0.05 1.619
C 1.95 1.46 3.02 -0.133
C 3.58 -0.40 0.43 0.099
H 5.67 -0.11 -1.67 0.277
C -1.67 1.04 4.11 -1.177
H -0.50 7.01 -0.08 0.409
C 0.17 6.15 -0.23 -1.381
H -3.23 0.99 -1.97 -0.120
H 3.29 0.46 -1.34 -0.112
H 0.93 -3.46 2.28 0.325
H -2.73 -2.36 -1.51 0.402
N 3.21 -2.23 -2.67 -0.477
C -1.18 1.34 6.48 0.207
H 0.54 -0.95 0.68 -0.603
H 6.84 1.29 -1.59 0.397
H 2.89 1.55 -0.05 -0.498
H -0.72 -3.27 2.66 0.389
H -2.71 1.05 3.76 0.511
H -0.22 -2.87 1.04 0.100
H 3.72 -4.07 1.17 0.235
H -2.36 3.01 -3.64 0.338
H -0.91 0.81 -0.96 0.016
H 5.35 2.15 0.38 0.420
O -0.38 -0.24 -6.98 -0.649
H 2.03 0.84 -3.67 0.416
H 2.66 -5.60 -1.35 0.398
C 2.65 -2.89 -1.92 0.026
H -6.20 -4.06 -1.68 0.271
H -2.48 -1.17 6.59 0.355
H -1.23 0.20 3.58 0.246
C -5.16 -4.20 -1.33 0.199
N -1.63 0.56 5.49 0.110
H -3.65 0.95 -3.67 0.350
H -2.67 -3.92 -0.66 0.258
O 2.93 2.47 3.28 -0.570
H 6.54 0.22 -0.18 0.278
C -0.09 0.38 -5.94 0.217
H -0.17 2.63 -0.03 -0.988
H 2.36 0.47 2.83 0.079
H 0.91 -3.74 -1.23 0.305
C 2.49 -5.00 -0.46 -0.922
C -2.96 1.40 -2.95 0.070
H -1.20 4.68 -1.03 0.220
C 6.10 0.69 -1.06 -1.115
H 0.58 1.57 -3.62 0.312
H 4.85 2.38 -1.19 0.399
H -1.56 -0.65 -0.16 -0.114
H 0.71 -0.15 -2.94 0.128
C -0.81 0.13 -0.12 0.252
H -4.28 0.63 1.59 0.289
C 1.37 3.54 -1.12 0.108
H 2.43 -1.39 -5.14 0.323
H 1.40 1.83 2.15 -0.180
N 0.76 -0.10 -5.04 0.098
H -1.19 1.98 3.83 0.410
C -3.62 2.39 1.31 -0.432
O 0.46 -0.51 -0.17 0.513
H 1.01 -2.13 -4.52 0.249
C 1.95 -3.68 -0.93 1.332
N 2.15 3.42 -1.95 -0.645
H 1.08 -1.85 -6.24 0.344
O -4.15 1.24 0.86 -0.430
O -1.33 1.00 7.63 -0.594
C 3.63 0.82 -0.37 1.215
H 2.03 -2.98 -0.09 -0.902
H 4.67 -4.57 -0.21 0.318
H -5.21 -1.40 0.12 0.211
H 0.75 -1.47 3.35 0.242
C 3.79 -4.83 0.39 -1.060
H 1.21 1.56 3.81 0.482
N 3.47 -1.35 1.04 -0.512
H -4.94 -1.07 -1.58 0.211
H 3.29 2.34 4.17 0.309
H -0.62 1.32 -5.73 0.325
H 0.69 6.36 -1.16 0.335
C 1.35 -1.42 -5.28 -0.944
H 4.08 -5.81 0.76 0.394
H -6.32 -1.95 -1.08 0.338
H -4.32 2.76 2.06 0.443
H 1.70 -5.59 0.00 0.414
H -3.21 -0.82 5.05 0.307
C -5.26 -1.84 -0.88 -0.738
C 5.00 1.57 -0.47 -0.883
O -4.63 -5.32 -1.26 -0.609
C -3.17 -2.95 -0.71 -1.023
H -1.61 -1.54 5.22 0.247
C -0.58 4.82 -0.14 -0.394
O -2.97 2.79 -2.94 -0.531